[1]
The following is a quantum chemistry calculation of a molecular structure, C20H24N7PRu, from the Open Molecules 2025 dataset.

The largest force on an atom comes out at 0.43 eV/Å. For the HOMO energy (spin up / spin down), the calculation gives -12.860 / -14.440 eV. The spin multiplicity is 5. The calculation puts the gap between HOMO and LUMO (spin up / spin down) at 6.255 / 6.762 eV. The expectation value of S² is 6.066. As for the total energy: -1595.48697 a.u. As for the net charge: +2.

Geometry as XYZ:
```
53
Properties=species:S:1:pos:R:3:forces:R:3:lowdin_charge:R:1
Ru -0.601 0.013 -0.025 -0.15 -0.26 0.31 1.37
C 4.688 -1.674 -1.008 0.02 0.00 0.01 0.00
N 3.233 -1.810 -0.911 0.02 0.05 0.01 -0.11
C 2.526 -2.942 -1.203 0.01 0.01 -0.01 -0.02
C 1.212 -2.649 -0.987 -0.08 0.02 0.02 -0.09
N 1.115 -1.353 -0.569 -0.12 0.14 0.07 -0.06
C 2.349 -0.859 -0.527 0.18 -0.12 -0.06 -0.46
P 2.832 0.826 -0.021 -0.16 -0.01 -0.01 1.19
C 1.642 1.742 -1.061 0.05 0.08 -0.06 -0.45
N 0.333 1.515 -1.141 0.04 0.17 -0.13 -0.11
C -0.191 2.414 -2.031 0.00 -0.06 0.08 -0.08
C 0.822 3.199 -2.491 0.05 0.00 -0.01 -0.01
N 1.965 2.769 -1.878 0.06 0.01 0.01 -0.11
C 3.301 3.336 -2.082 0.01 0.00 0.00 0.00
C 1.879 0.899 1.538 0.10 0.06 0.14 -0.45
N 0.591 0.596 1.698 -0.09 -0.07 -0.26 -0.08
C 0.288 0.766 3.021 -0.06 -0.02 -0.05 -0.08
C 1.411 1.183 3.669 0.04 0.00 0.00 -0.01
N 2.402 1.262 2.729 0.03 0.01 -0.02 -0.11
C 3.783 1.675 2.991 0.02 0.00 0.00 0.00
H 5.100 -2.619 -1.348 -0.02 -0.02 0.00 0.10
H 5.115 -1.436 -0.037 -0.02 -0.01 0.02 0.09
H 4.951 -0.900 -1.724 -0.03 0.00 -0.02 0.10
H 3.004 -3.848 -1.536 0.01 0.03 0.01 0.14
H 0.348 -3.279 -1.108 0.01 0.01 0.00 0.12
H -1.239 2.438 -2.275 0.00 0.01 0.00 0.11
H 0.819 4.014 -3.195 0.02 -0.01 0.01 0.14
H 3.224 4.149 -2.796 -0.03 0.00 -0.01 0.10
H 3.976 2.582 -2.479 -0.02 -0.02 -0.02 0.10
H 3.695 3.725 -1.146 -0.02 0.01 0.02 0.10
H -0.697 0.584 3.415 0.00 0.01 -0.01 0.12
H 1.580 1.426 4.704 0.02 0.00 -0.02 0.14
H 3.878 1.907 4.047 -0.03 -0.01 0.01 0.10
H 4.030 2.563 2.414 -0.03 0.01 -0.01 0.10
H 4.474 0.873 2.745 -0.02 -0.03 0.00 0.10
C -4.085 0.744 -1.716 0.00 -0.07 0.06 -0.05
C -4.528 -0.378 -0.829 0.19 0.03 0.03 -0.19
C -5.817 -0.825 -0.787 -0.09 -0.04 0.01 -0.01
C -6.199 -1.877 0.060 0.03 0.02 -0.01 0.01
C -5.264 -2.510 0.889 -0.09 -0.02 0.00 -0.02
C -3.951 -2.133 0.897 0.17 0.06 -0.01 -0.19
C -2.918 -2.787 1.760 -0.04 0.05 -0.06 -0.04
C -3.551 -1.037 0.026 -0.17 -0.04 -0.04 -0.28
N -2.312 -0.653 0.006 0.18 0.04 0.00 -0.09
H -4.922 1.136 -2.290 -0.01 0.00 0.01 0.09
H -3.319 0.403 -2.416 0.00 0.02 -0.02 0.08
H -3.663 1.558 -1.122 0.00 0.01 -0.01 0.08
H -6.560 -0.353 -1.417 0.00 -0.01 0.01 0.13
H -7.230 -2.203 0.072 0.01 0.00 0.00 0.12
H -5.584 -3.320 1.533 -0.01 0.01 -0.01 0.13
H -3.353 -3.591 2.347 -0.01 0.00 -0.01 0.09
H -2.469 -2.064 2.444 0.01 -0.01 0.02 0.08
H -2.112 -3.200 1.149 0.01 -0.01 0.01 0.08
```
Forces are in eV/Å.

***

[2]
The following is a quantum chemistry calculation of a molecular structure, C20H25AsIrN3O7S7 in a non-equilibrium geometry, from the Open Molecules 2025 dataset.

The largest force on an atom comes out at 3.34 eV/Å. For the HOMO energy, the calculation gives -1.470 eV. The calculation puts the gap between HOMO and LUMO at 5.343 eV. As for the total energy: -6595.58461 a.u. As for the net charge: -2.

Geometry as XYZ:
```
64
Properties=species:S:1:pos:R:3:forces:R:3:lowdin_charge:R:1
Ir 0.437 0.399 0.172 -1.32 3.07 -0.03 0.78
C -2.731 -2.050 1.408 -0.07 0.16 -0.11 -0.12
O -2.890 -1.116 0.360 0.15 0.06 0.19 -0.21
C -2.883 -1.675 -0.921 0.09 -0.06 -0.27 -0.21
C -1.561 -2.249 -1.415 -0.14 0.15 0.00 -0.21
O -0.681 -1.199 -1.772 -0.11 -0.23 0.28 -0.24
C 0.447 -1.678 -2.487 0.02 -0.11 -0.05 -0.11
H -3.501 -2.834 1.342 0.03 -0.01 0.01 0.08
H -2.856 -1.491 2.333 0.01 -0.02 0.04 0.07
H -1.739 -2.502 1.409 0.07 -0.04 0.00 0.07
H -3.156 -0.860 -1.596 -0.07 -0.06 -0.04 0.13
H -3.646 -2.470 -0.985 0.02 0.00 -0.04 0.12
H -1.780 -2.848 -2.312 0.02 -0.02 0.03 0.12
H -1.091 -2.899 -0.669 0.04 -0.01 -0.01 0.11
H 0.122 -2.142 -3.428 -0.01 0.01 0.04 0.09
H 1.072 -0.816 -2.698 0.00 -0.03 0.03 0.05
H 1.020 -2.399 -1.897 -0.06 -0.04 0.00 0.09
S -1.195 4.383 1.819 0.03 -0.31 -0.41 -0.23
As 0.199 2.846 2.281 -0.54 1.56 1.19 -0.54
S -0.767 0.862 2.238 0.64 -0.46 -1.85 0.08
S 1.681 2.481 0.696 -0.96 -1.97 -0.53 0.13
S 1.046 3.299 4.178 0.30 -0.40 -0.05 -0.19
N -0.270 -2.038 -8.109 0.11 0.04 -0.07 0.07
C 0.161 -1.111 -7.148 0.05 0.09 -0.01 -0.33
C -0.357 0.182 -7.137 0.01 -0.06 -0.02 -0.04
C 0.120 1.117 -6.232 0.02 -0.06 0.08 -0.07
C 1.111 0.763 -5.333 0.12 0.34 0.19 -0.28
C 1.647 -0.515 -5.348 -0.01 -0.02 -0.08 -0.08
C 1.171 -1.452 -6.248 -0.01 0.02 -0.04 -0.04
S 1.732 1.959 -4.150 -0.14 -0.10 0.08 0.55
O 1.298 3.256 -4.626 -0.21 -0.08 -0.01 -0.36
O 3.150 1.724 -4.091 -0.05 -0.14 0.16 -0.32
N 1.077 1.536 -2.757 0.40 -0.01 -0.10 -0.13
C -0.144 1.899 -2.389 -0.26 0.45 -0.56 -0.69
S -1.334 2.760 -3.381 0.12 -0.11 0.46 1.02
C -2.491 2.669 -2.081 0.16 -0.10 -0.35 -0.41
C -1.949 2.051 -1.021 -0.32 -0.03 0.30 -0.27
N -0.661 1.618 -1.200 1.29 -1.05 1.38 -0.15
H -1.189 -1.855 -8.475 -0.06 -0.09 0.04 0.07
H -0.137 -3.000 -7.844 -0.11 -0.03 0.01 0.08
H -1.129 0.453 -7.850 -0.01 0.01 0.00 0.10
H -0.253 2.132 -6.214 -0.06 0.00 -0.04 0.09
H 2.447 -0.753 -4.658 -0.01 -0.06 -0.01 0.12
H 1.586 -2.454 -6.270 0.03 0.01 0.02 0.11
H -3.469 3.106 -2.178 0.00 0.03 0.10 0.05
H -2.418 1.886 -0.063 0.08 0.02 0.01 0.08
C 3.372 0.825 6.103 -0.07 0.07 -0.07 -0.07
C 3.128 0.132 4.795 0.10 0.02 -0.05 -0.29
C 3.635 0.674 3.618 -0.02 -0.13 0.06 -0.05
C 3.369 0.085 2.393 0.06 -0.04 -0.11 -0.10
C 2.566 -1.041 2.344 -0.15 0.01 -0.19 -0.31
C 2.061 -1.602 3.506 -0.08 -0.11 -0.07 -0.07
C 2.353 -1.021 4.726 0.01 -0.04 -0.05 -0.04
S 2.087 -1.764 0.791 1.16 -1.34 0.36 0.42
O 2.784 -3.027 0.674 -0.14 0.13 -0.05 -0.31
O 0.616 -1.929 0.873 0.02 0.75 -0.02 -0.41
O 2.425 -0.798 -0.271 -0.08 0.14 0.01 -0.41
H 4.429 1.063 6.234 0.00 -0.02 0.04 0.07
H 3.032 0.216 6.942 0.04 0.02 0.02 0.07
H 2.813 1.764 6.098 -0.03 0.02 0.04 0.04
H 4.207 1.592 3.660 0.00 0.02 -0.02 0.11
H 3.748 0.499 1.471 -0.04 0.12 0.02 0.09
H 1.428 -2.477 3.429 -0.04 0.03 0.10 0.11
H 1.946 -1.448 5.636 -0.01 0.01 0.01 0.10
```
Forces are in eV/Å.

***

[3]
The following is a quantum chemistry calculation of a molecular structure, C20H25BN8O5Pt in a non-equilibrium geometry, from the Open Molecules 2025 dataset.

The largest force on an atom comes out at 2.35 eV/Å. For the HOMO energy (spin up / spin down), the calculation gives -15.706 / -15.704 eV. The spin multiplicity is 2. The calculation puts the gap between HOMO and LUMO (spin up / spin down) at 3.066 / 3.064 eV. The expectation value of S² is 0.755. As for the total energy: -1734.54234 a.u. As for the net charge: +3.

Geometry as XYZ:
```
60
Properties=species:S:1:pos:R:3:forces:R:3:lowdin_charge:R:1
Pt -0.718 -0.815 -0.642 0.45 1.09 1.04 1.45
C -3.387 -1.891 1.365 0.00 0.04 0.10 0.01
C -2.392 -0.915 1.893 -0.01 0.08 -0.02 -0.28
C -2.462 -0.197 3.075 -0.08 -0.04 -0.09 0.05
C -1.336 0.602 3.099 0.00 0.08 0.10 0.02
N -0.595 0.364 2.016 -0.07 -0.27 -0.28 0.06
N -1.243 -0.573 1.264 -0.32 -0.22 -0.12 -0.08
B 0.726 0.978 1.464 0.97 0.67 0.91 -0.65
N 0.276 1.776 0.213 -0.20 -0.22 -0.20 0.07
C 0.316 3.068 -0.105 0.05 0.19 -0.09 0.03
C -0.459 3.283 -1.235 -0.08 -0.14 -0.07 0.05
C -0.987 2.050 -1.578 -0.06 0.18 0.02 -0.29
C -1.922 1.736 -2.694 0.15 -0.11 -0.06 0.00
N -0.540 1.148 -0.678 -0.06 -0.02 -0.32 -0.09
N 1.675 -0.154 1.037 -0.41 -0.36 -0.19 0.04
C 2.872 -0.528 1.512 0.09 0.04 0.06 0.02
C 3.272 -1.672 0.852 -0.07 -0.05 -0.13 0.04
C 2.246 -1.977 -0.044 0.09 0.00 0.11 -0.29
C 2.160 -3.125 -0.991 0.03 -0.01 0.10 0.00
N 1.297 -1.038 0.093 0.16 -0.38 -0.43 -0.02
N 1.473 1.826 2.450 -0.88 -0.37 0.12 -0.04
C 1.565 1.740 3.813 0.15 0.05 -0.14 -0.07
C 2.549 2.601 4.204 0.13 0.13 0.15 0.01
C 3.041 3.189 3.014 -0.45 -0.35 -0.41 -0.32
C 4.130 4.183 2.831 0.43 -0.27 -0.17 -0.02
N 2.390 2.694 1.963 0.33 0.48 0.02 0.11
H -3.531 -2.704 2.078 0.04 -0.02 -0.02 0.11
H -3.065 -2.319 0.418 -0.10 0.03 -0.05 0.03
H -4.356 -1.408 1.236 0.02 0.01 -0.06 0.11
H -3.245 -0.243 3.813 0.02 -0.01 0.02 0.14
H -1.043 1.335 3.831 0.09 -0.01 -0.02 0.14
H 0.891 3.766 0.483 0.07 -0.14 0.08 0.14
H -0.636 4.217 -1.739 0.01 0.02 0.04 0.14
H -2.581 2.585 -2.864 -0.05 -0.04 0.01 0.11
H -2.539 0.862 -2.470 -0.04 0.03 0.04 0.06
H -1.373 1.576 -3.627 -0.01 0.01 -0.01 0.09
H 3.373 0.031 2.285 -0.07 0.12 -0.04 0.15
H 4.191 -2.216 0.984 0.01 0.01 0.02 0.13
H 3.086 -3.215 -1.557 -0.02 0.02 -0.04 0.10
H 1.330 -3.013 -1.687 0.05 0.02 -0.06 0.04
H 2.035 -4.059 -0.441 -0.03 0.00 -0.01 0.10
H 0.955 1.067 4.389 0.07 -0.01 0.07 0.12
H 2.884 2.807 5.207 -0.04 -0.04 0.02 0.12
H 4.343 4.727 3.747 -0.12 0.13 -0.05 0.09
H 3.917 4.858 2.004 -0.13 0.14 0.16 0.08
H 5.048 3.660 2.548 0.00 0.01 0.11 0.09
O 0.356 -1.001 -4.801 -0.16 -0.13 -0.42 0.24
C -0.428 -1.125 -3.786 0.69 0.46 0.81 -0.43
O -0.019 -0.896 -2.642 -1.00 -0.52 -0.59 -0.04
C -1.794 -1.572 -4.309 0.67 0.16 -0.48 0.05
O -2.816 -1.695 -3.271 0.38 -1.08 0.26 0.05
C -3.595 -2.679 -3.333 -1.35 1.68 -0.92 0.26
C -1.630 -3.850 -1.159 0.91 -1.45 0.64 -0.35
O -2.104 -4.798 -1.604 -0.43 0.84 -0.27 0.32
O -1.010 -3.003 -0.638 -0.33 0.37 -0.20 0.06
H 1.268 -0.737 -4.562 -0.03 0.02 0.02 0.20
H -1.656 -2.529 -4.819 -0.08 -0.02 0.06 0.17
H -2.127 -0.839 -5.048 -0.18 0.08 0.19 0.19
H -3.667 -3.275 -4.248 0.47 -0.53 0.31 0.17
H -4.412 -2.671 -2.609 0.32 -0.37 0.34 0.17
```
Forces are in eV/Å.